<A>
Entry from OMol25: a cluster of 2 separate species, C3H3FS2 in total (ωB97M-V/def2-TZVPD).

Output
Spin multiplicity: 1

Positions of all 9 atoms, in Å:
S 0.9350 -0.9779 -2.8364
S -1.7994 1.6727 1.5115
F 1.9699 0.2021 -2.5282
C -0.6173 0.4738 1.4431
C -0.0789 -0.9663 -0.1949
C 0.1296 0.2274 0.1870
H -0.5038 0.0252 2.3673
H 0.5097 1.1273 -0.2050
H -0.5447 -1.7842 0.2557

<B>
Entry from OMol25: an isolated molecule of C3H3FS2 (ωB97M-V/def2-TZVPD).

Output
SMILES: FC1=CCSS1
Spin multiplicity: 1

Positions of all 9 atoms, in Å:
S -0.9938 -1.7875 2.5071
S 0.2327 -2.2377 0.9233
F -2.9944 -0.0408 1.6730
C 0.3320 -0.5517 0.3418
C -1.7673 -0.3796 1.3266
C -0.9482 0.0888 0.4023
H 0.6523 -0.6867 -0.6753
H 1.2546 -0.0121 0.8503
H -1.4642 0.7459 -0.3220

Which of them is least stable? Easy: <A>.

<A>
Entry from OMol25: a structure of composition C46H43BF2LiNOP2S (ωB97M-V/def2-TZVPD).

Output
Spin multiplicity: 1

Positions of all 98 atoms, in Å:
S -1.7846 2.9220 -2.2968
P -0.6686 -1.8441 -0.7899
P -0.0520 0.5786 2.5472
F 0.2430 5.7633 1.6367
F -0.4884 4.8947 3.5177
O -1.5387 2.4215 -0.8693
N 0.8355 -1.8611 1.5536
C -3.0733 -3.0902 -1.2863
C -1.2892 1.5362 -3.3115
C -1.7500 1.8168 4.3686
C 2.7041 3.9905 -0.5852
C 4.6305 -2.8613 2.9998
C 0.2361 -2.7738 0.6027
C 2.5716 0.7405 5.9045
C 3.1417 2.7433 -2.5624
C -4.2380 0.9124 -5.5167
C 3.5915 3.2248 -1.4068
C 3.1762 -1.2917 2.0004
C 1.4960 0.4095 5.1162
C -2.8674 0.4451 2.6496
C 1.4133 4.2601 -1.0069
C 3.3377 2.2377 4.1130
C 2.2388 1.8420 3.3521
C 1.7482 -0.9422 -1.7518
C 3.5156 1.6123 5.4009
C -0.0332 -1.2329 2.5678
C 0.6573 -1.7572 -2.0233
C 3.6126 -3.7826 3.1352
C 1.2849 0.9643 3.8117
C -1.1756 -4.5193 -1.6709
C 0.9291 3.7576 -2.2385
C -4.1432 0.8638 3.1024
C -2.5284 0.8496 -3.8754
C 2.6549 -1.2932 -3.9672
C -4.2110 -0.8594 -3.9426
C -2.0186 -5.5704 -2.0033
C -1.6968 0.9173 3.2870
C -3.0364 -0.3725 -3.3484
C -3.1304 1.4736 -5.0231
C -0.4538 4.0500 -2.6896
C -3.3897 -5.3112 -1.9638
C 1.8846 3.0322 -3.0596
C 2.1231 -2.1875 2.0996
C 2.3447 -3.3855 2.7661
C -1.6828 -3.2384 -1.3254
C -4.2000 1.6603 4.2802
C -4.8045 -0.2600 -5.0208
C 2.7565 -0.7512 -2.6846
C -3.0182 2.1788 4.8064
C 0.5924 -2.3320 -3.3079
C 1.5249 -2.0928 -4.2880
C 4.4321 -1.6160 2.4461
C -3.9597 -4.1042 -1.6005
B -0.3213 4.6204 2.1568
Li -0.8909 2.7056 0.8573
H 4.4031 1.8751 6.0034
H 1.5550 -4.0867 2.6572
H -4.7538 1.3498 -6.3994
H 3.8121 -4.6925 3.6107
H -3.9860 -6.1052 -2.3885
H -5.0474 -3.9381 -1.5711
H -1.0932 -1.5306 2.3476
H 3.8630 2.1621 -3.0938
H -5.1520 0.5616 2.6826
H -5.6656 -0.6647 -5.4531
H -2.6160 -0.8206 -2.4441
H -0.8279 5.0373 -2.3389
H 1.5437 -2.5793 -5.2384
H -2.9272 -0.1875 1.7804
H 5.1825 -0.9514 2.0524
H -0.8448 2.3224 4.7414
H -2.6507 2.3472 -5.4614
H 4.6164 2.9835 -1.1136
H 2.6147 0.2923 6.8846
H 1.5639 2.6923 -4.0220
H -1.6049 -6.4953 -2.3509
H -4.6861 -1.7512 -3.6909
H -3.1256 2.8651 5.6143
H 0.1519 -1.5831 3.6180
H 1.0825 -3.2954 0.1759
H -0.7447 0.9045 -2.5707
H 0.7767 4.9796 -0.5017
H 2.0880 2.2594 2.3469
H -5.1083 2.0982 4.5958
H 1.8349 -0.5496 -0.7084
H 3.6492 -0.1375 -2.4460
H 3.4097 -1.1392 -4.7172
H -0.3017 -3.5394 1.1600
H 3.0451 -0.4286 1.3838
H -0.1161 -4.7320 -1.5868
H -3.4471 -2.1559 -0.9698
H 5.6348 -3.1663 3.3032
H -0.4972 1.7103 -4.0404
H 0.8359 -0.2946 5.5644
H -0.5150 4.0518 -3.7765
H 4.0597 2.9342 3.7367
H -0.2018 -3.0383 -3.4586
H 2.9585 4.3422 0.4200

<B>
Entry from OMol25: a structure of composition C46H43BF2LiNOP2S (ωB97M-V/def2-TZVPD).

Output
Spin multiplicity: 1

Positions of all 98 atoms, in Å:
S -2.8632 -2.7809 -0.5338
P 2.5295 -1.3692 -0.0173
P -0.0734 1.1328 -0.6963
F 1.0484 -4.8271 -1.7624
F 0.2002 -5.4802 0.1111
O -1.8831 -1.5725 -0.5275
N 2.4931 1.3263 0.5698
C -3.4474 0.2055 -4.1196
C 3.0705 3.1403 3.7137
C -3.4742 -0.6141 1.9882
C 5.2225 -4.2992 -1.0703
C 1.4497 2.1247 -0.1236
C 0.4781 2.6534 -4.5186
C 2.9737 -1.9374 4.5527
C 6.0232 -3.6976 -2.0526
C 3.2262 2.0555 1.5568
C -2.3688 3.5043 1.7846
C -3.3636 3.7434 -0.4041
C -4.4122 -2.0821 -1.2094
C -3.3187 -3.0441 1.2256
C 5.0513 3.4110 2.3650
C 0.5349 0.2649 -4.6237
C -4.2556 0.3915 2.5234
C -3.4487 -0.8712 -3.2283
C 4.3334 3.6867 3.5368
C -6.0066 -1.1514 3.0454
C -1.4083 2.6486 1.2407
C 4.5658 -1.7452 -1.8912
C 4.0313 -1.8923 2.3885
C 1.7230 -1.6389 3.9895
C -5.5248 0.1334 3.0236
C 2.7847 -1.6369 1.7762
C -4.0112 -1.9344 1.9121
C 0.2084 0.1905 -3.2646
C 2.5582 2.3387 2.7384
C -4.9510 1.3846 -2.6226
C 3.8419 -2.3521 -0.8675
C 4.1681 -3.6449 -0.4724
C -4.2095 -0.8572 -2.0463
C -4.8816 0.3131 -1.7357
C -1.3898 2.3255 -0.1191
C 4.4922 2.6219 1.3505
C -5.2617 -2.1644 2.4454
C -3.3675 4.0005 0.9585
C 0.0163 1.3750 -2.5227
C 0.1301 2.5910 -3.1835
C 0.7122 1.4914 -5.2298
C 4.0977 -2.0343 3.7510
C -2.4106 2.9038 -0.9470
C -4.2425 1.3357 -3.8277
C 3.2085 0.3178 -0.1737
C 1.6402 -1.5023 2.6023
C 5.6375 -2.4037 -2.4681
B 0.3961 -4.3716 -0.6649
Li -0.1031 -2.1455 -0.5035
H 1.8794 2.7045 -0.9445
H 1.1080 2.8408 0.6101
H 5.0589 2.4982 0.4190
H -5.3844 0.3637 -0.7819
H -6.1272 0.9059 3.4686
H -4.1521 4.6396 1.3589
H 3.0588 -1.9898 5.6203
H -0.0082 3.5025 -2.6227
H -4.1536 4.0908 -1.0537
H 1.6134 1.8568 2.8951
H 4.2929 -0.7872 -2.2464
H -6.9633 -1.3657 3.5277
H 6.8877 -4.2048 -2.4807
H -4.2932 2.1870 -4.5131
H 6.0355 3.8771 2.1759
H 3.2584 0.5671 -1.2596
H 0.5281 3.6249 -5.0090
H 5.0342 -2.2969 4.2031
H 4.7487 4.3571 4.2831
H 0.6812 -0.6612 -5.1823
H -5.6651 -3.1569 2.3475
H -2.2964 3.7169 2.8560
H -2.9423 -1.7977 -3.4803
H -0.5939 2.3364 1.9060
H -2.3295 -3.2766 1.6731
H -3.8459 1.3865 2.5634
H 0.6708 -1.2239 2.1637
H 5.4986 -5.2858 -0.6978
H 3.6033 -4.0899 0.3223
H 0.1292 -0.7770 -2.7973
H 0.8243 -1.5750 4.6032
H -2.4509 2.7074 -2.0290
H 2.5206 3.3076 4.6503
H -4.8541 -2.9214 -1.7263
H -5.0177 -1.7799 -0.3658
H -2.4935 -0.3759 1.5899
H -2.8650 0.1387 -5.0566
H 4.9432 -1.9297 1.7917
H 4.2696 0.3224 0.0953
H -3.9126 -3.9716 1.2604
H 0.9538 1.5881 -6.2835
H -5.5652 2.2466 -2.3364
H 6.1457 -1.8609 -3.2399

Which of them is least stable? Easy: <A>.

<A>
Entry from OMol25: a cluster of 2 separate species, C2H4ClN in total (ωB97M-V/def2-TZVPD).

Output
Spin multiplicity: 1

Positions of all 8 atoms, in Å:
Cl 2.6739 0.5586 -0.2678
N -0.4239 -0.8614 -0.3227
C 0.2091 -1.7238 -0.7562
C -1.2215 0.2488 -0.0304
H -1.9942 0.5597 -0.7713
H 2.9410 0.1954 0.9787
H -1.6394 -0.1327 0.8443
H -0.5450 1.1555 0.3252

<B>
Entry from OMol25: a structure of composition C2H4ClN (ωB97M-V/def2-TZVPD).

Output
Spin multiplicity: 1

Positions of all 8 atoms, in Å:
Cl 3.0492 0.3466 0.0538
N 1.7421 -0.7707 -0.0815
C 0.5678 -0.1237 -0.0871
C -1.3443 -0.1388 0.0584
H 0.7313 0.9151 0.0467
H -1.6690 -0.8242 0.7960
H -1.6590 -0.3992 -0.9354
H -1.4182 0.9950 0.1491

<C>
Entry from OMol25: an isolated molecule of C2H4ClN (ωB97M-V/def2-TZVPD).

Output
SMILES: [H]/N=C(/C)Cl
Spin multiplicity: 1

Positions of all 8 atoms, in Å:
Cl -2.5494 0.2095 0.3030
N -0.6441 -1.5173 -0.6314
C 0.3820 0.4941 -0.0317
C -0.7655 -0.4183 -0.1138
H -1.2899 -2.2736 -0.5698
H 0.9216 0.3195 -0.8773
H 0.9726 0.3329 0.8721
H 0.0216 1.4541 0.0816

Which of them is least stable? Easy: <B>.

<A>
Entry from OMol25: a structure of composition C39H29AsF9N6ORe (ωB97M-V/def2-TZVPD).

Output
Net charge: +1
Spin multiplicity: 2

Positions of all 86 atoms, in Å:
Re -1.1653 -0.3001 -0.2587
As 1.2831 0.3209 -0.5693
F 0.6733 -2.2899 -2.8090
F -2.6917 -3.1148 -4.6894
F -3.6095 -2.5705 -2.8158
F -2.2189 -0.5155 -5.3263
F -3.3577 -0.0497 -3.5377
F -0.1253 -2.8388 -4.7403
F -1.3967 0.7910 -3.8027
F -1.8441 -3.8177 -2.8196
F 0.5070 -0.8173 -4.3820
O -1.4932 -1.2446 -1.9431
N -4.4691 4.7541 -1.7359
N -0.0077 5.1916 -2.3671
N -1.6162 1.4736 -0.8481
N -0.5885 -2.3338 0.4091
N -3.3583 -0.5658 0.0346
N -0.0473 2.1958 9.3508
C -1.3493 1.9977 4.7213
C 2.4420 2.8454 0.2488
C -0.3756 1.5511 6.8694
C -2.8019 -3.4572 0.4421
C -1.8559 2.5696 -1.2257
C 1.9367 2.2502 -4.2748
C 3.3661 -0.9362 -1.8234
C -2.1329 -0.3026 -4.0182
C 4.0233 -2.8536 0.0959
C -1.5246 -3.1561 1.2285
C 4.4164 -1.8175 -2.0483
C -2.4363 -2.7807 -3.4366
C -0.1929 1.9104 8.2481
C 2.9953 1.4777 -4.7345
C 3.1371 3.3759 2.4902
C 0.2414 0.4057 6.3683
C 2.6420 -1.0388 -0.6307
C -1.5206 -1.5256 -3.2764
C 2.9357 0.1454 -2.7372
C 0.0662 0.0597 5.0433
C -0.9974 0.1907 1.6626
C -1.1706 2.3464 6.0457
C -0.8888 0.5038 2.8397
C 1.9997 1.6037 0.6868
C 2.7060 2.1277 2.9232
C -3.9260 -1.2863 1.2115
C 1.3601 1.9723 -3.0438
C -0.0894 -1.8683 -3.8311
C 3.0038 3.7333 1.1581
C 2.9713 -1.9783 0.3321
C -4.0617 -2.7820 0.9820
C -0.9379 4.6064 -2.0274
C 1.8639 0.9269 -2.2886
C -2.0681 3.8290 -1.6397
C 2.1354 1.2431 2.0236
C 4.7341 -2.7732 -1.0941
C 3.4972 0.4306 -3.9753
C -3.3974 4.3408 -1.6942
C -0.7304 0.8527 4.2108
H 2.3503 3.1345 -0.7905
H 0.3166 -2.3086 0.8698
H -2.9672 -4.5329 0.3948
H 1.5599 3.0674 -4.8750
H 4.3231 -0.1567 -4.3544
H 0.5412 -0.8281 4.6471
H -1.9609 2.6112 4.0744
H -3.7224 0.3837 0.0497
H 3.5815 4.0671 3.1939
H 0.8528 -0.2026 7.0202
H 2.8160 1.8440 3.9621
H -4.8828 -2.9736 0.2865
H 4.2960 -3.5887 0.8412
H -4.3552 -3.2282 1.9345
H 3.4341 1.6936 -5.6996
H 4.9942 -1.7616 -2.9614
H 2.4491 -2.0190 1.2830
H -4.9050 -0.8670 1.4467
H -3.7078 -0.9778 -0.8314
H -1.0172 -4.0740 1.5263
H -1.7296 -2.5870 2.1354
H -1.6432 3.2311 6.4486
H -2.6482 -3.1409 -0.5895
H 5.5535 -3.4559 -1.2751
H 1.8009 0.2732 2.3707
H -0.4192 -2.8192 -0.4730
H 3.3393 4.7036 0.8175
H 0.5338 2.5734 -2.6901
H -3.2737 -1.0697 2.0563

<B>
Entry from OMol25: a structure of composition C39H29AsF9N6ORe (ωB97M-V/def2-TZVPD).

Output
Net charge: +1
Spin multiplicity: 2

Positions of all 86 atoms, in Å:
Re -0.0726 0.0156 -0.0816
As -0.5863 -1.8831 1.5176
F 2.1034 3.2241 -1.4385
F -1.3376 3.9013 -3.5736
F -2.0929 1.8995 -3.2310
F -2.0328 3.3182 -1.6124
F 1.9289 1.3217 -3.3094
F 0.3991 4.5382 -1.3555
F 0.0457 0.2745 -3.4038
F 1.3848 4.1644 -3.2493
F 0.3704 2.0204 -4.6334
O -0.0478 1.7845 -1.0808
N 7.6172 -3.4943 -5.3628
N -2.0703 -2.1777 -5.2806
N 1.6075 1.1066 0.8398
N -4.5107 -3.9167 -1.9401
N -1.3835 1.4278 1.1386
N -1.4494 -0.8575 -1.1166
C -0.8677 -3.5642 0.6158
C -2.3438 -2.2295 -4.1658
C -1.8136 -1.8595 3.9630
C 3.4422 -1.8076 -2.4569
C 1.4867 -2.8754 5.5647
C 1.3703 -0.9430 -1.0458
C -1.1968 -5.9882 -0.6820
C 0.1474 -2.5236 5.4697
C 0.4212 -2.2947 3.0975
C 4.4365 -3.4458 -3.9132
C -0.4011 -2.2317 4.2266
C -3.6957 -3.1980 -2.3140
C -0.0965 -5.1924 -0.9731
C -4.0984 -1.3670 4.5241
C 0.6079 1.4836 -3.4397
C 0.0704 -3.9765 -0.3273
C 1.7574 -2.6452 3.1844
C -1.3755 2.8987 -2.7065
C -1.9672 -4.3608 0.9133
C 6.7198 -3.1316 -4.7456
C -1.3846 1.7693 2.5994
C 4.6092 -1.0397 -2.5198
C -3.4179 -1.3141 2.2182
C 2.3274 -1.3454 -1.6961
C -2.8127 -1.7104 4.9183
C 1.0032 3.6096 -2.1089
C 5.5971 -2.6781 -3.9650
C 0.0491 2.3906 -2.2997
C -2.6844 -2.3024 -2.7801
C -2.1286 -5.5734 0.2569
C 2.0598 1.0567 2.2541
C 2.2912 -2.9383 4.4324
C -0.2144 1.2505 3.4163
C 5.6841 -1.4737 -3.2694
C -2.0357 -1.5230 -1.9025
C -4.4087 -1.1760 3.1814
C -2.1331 -1.6422 2.6204
C 3.3615 -3.0110 -3.1626
C 1.1636 1.8764 3.1649
H -1.4409 2.8563 2.6834
H -1.3318 -6.9313 -1.1942
H 0.9199 -3.3490 -0.5680
H 2.3780 -2.6959 2.2971
H -2.5994 -1.8692 5.9674
H 1.0703 2.8973 2.7770
H 6.5897 -0.8862 -3.3249
H -2.6984 -4.0465 1.6469
H 2.4526 -3.5956 -3.1235
H -5.4202 -0.9296 2.8881
H 4.6639 -0.1015 -1.9846
H -0.4941 1.4095 4.4595
H -0.1326 0.1710 3.2961
H 0.6298 -5.5174 -1.7065
H -4.8722 -1.2563 5.2719
H -2.3442 1.2264 0.8697
H 2.3879 0.8585 0.2331
H 4.3822 -4.3747 -4.4633
H -1.1530 2.2575 0.5909
H 1.9080 -3.1087 6.5332
H -2.9942 -6.1857 0.4694
H 1.6860 1.9652 4.1181
H 3.3314 -3.2202 4.5228
H -2.3007 1.3641 3.0269
H -3.6563 -1.1887 1.1671
H 3.0838 1.4305 2.3021
H 2.0700 0.0143 2.5755
H 1.4025 2.0736 0.5874
H -0.4624 -2.4869 6.3630

Which of them is least stable? Easy: <B>.

<A>
Entry from OMol25: an isolated molecule of C6H9FS (ωB97M-V/def2-TZVPD).

Output
SMILES: C=C(F)/C(=C/C)CS
Spin multiplicity: 1

Positions of all 17 atoms, in Å:
S 1.7112 2.1523 -0.2787
F 2.0877 -0.9729 1.2035
C -1.0881 -0.5587 -0.1445
C 1.7252 -1.9171 -0.8263
C 1.3279 -1.0639 0.1126
C 0.4740 1.2856 0.7099
C 0.1627 -0.1248 0.1365
C -2.3470 0.2329 0.1373
H -1.0987 -1.4739 -0.7149
H 0.9466 2.5833 -1.2976
H -0.3973 1.8620 0.8972
H -2.3206 0.6946 1.1707
H 1.1878 -1.9893 -1.7284
H -2.6230 1.1201 -0.5306
H -3.2604 -0.4041 0.1600
H 2.5241 -2.5797 -0.6387
H 0.9879 1.1534 1.6320

<B>
Entry from OMol25: an isolated molecule of C6H9FS (ωB97M-V/def2-TZVPD).

Output
SMILES: C[C@]12C[C@@H](F)C[C@H]1S2
Spin multiplicity: 1

Positions of all 17 atoms, in Å:
S 0.6077 -1.6618 -0.9818
F -2.4810 -0.2837 -1.0726
C -1.6913 0.3393 -0.0847
C -1.2910 -0.9473 0.8244
C 2.1938 0.6983 -0.1855
C -0.3691 0.8524 -0.6807
C 0.2528 -1.0095 0.6969
C 0.7533 0.0004 -0.1310
H 2.6642 -0.2254 0.4010
H -1.9533 -1.7444 0.4256
H -0.2166 0.9941 -1.7327
H -1.6707 -0.6684 1.9235
H -2.3374 1.0241 0.3820
H 0.7325 -1.5082 1.6851
H -0.3434 2.0137 -0.5355
H 2.2822 1.6092 0.3214
H 2.8672 0.5171 -1.2553

Which of them is least stable? Easy: <B>.

<A>
Entry from OMol25: an isolated molecule of CH2S3 (ωB97M-V/def2-TZVPD).

Output
SMILES: S=[SH]#CS
Spin multiplicity: 1

Positions of all 6 atoms, in Å:
S 1.0741 -1.4522 -0.3380
S -0.5568 0.7007 0.8425
S -0.0978 2.3843 -0.1022
C 0.9089 -0.3619 0.8845
H -0.0493 -1.3065 -1.1300
H -1.2790 0.0356 -0.1568

<B>
Entry from OMol25: a structure of composition CH2S3 (ωB97M-V/def2-TZVPD).

Output
Spin multiplicity: 1

Positions of all 6 atoms, in Å:
S -1.3813 -0.8714 -0.1718
S 0.8529 -0.5778 1.1960
S 0.5565 1.3918 -0.9846
C -0.0091 0.1218 -0.1563
H 1.5814 0.4534 1.4695
H -1.9774 -0.2654 -1.1653

Which of them is least stable? Easy: <A>.

<A>
Entry from OMol25: an isolated molecule of C3H6O5S4 (ωB97M-V/def2-TZVPD).

Output
Spin multiplicity: 1

Positions of all 18 atoms, in Å:
S 4.3503 -1.7202 0.7654
S 1.0396 -0.9136 -1.4194
S 4.5224 1.2010 0.2689
S 3.5882 0.4257 -1.5977
O 2.9148 -1.2361 0.7940
O 5.5030 2.1007 -0.2282
O 5.1616 0.0430 0.9101
O 4.7819 -2.0587 -0.5491
O 3.3129 1.6639 0.8407
C 2.1376 0.1461 -0.7273
C -0.2932 -1.1408 -0.2031
C -1.1725 0.0284 -0.2364
H -1.9811 -0.0407 0.5123
H 1.8200 0.8038 0.0458
H -0.1061 -1.1454 0.8823
H -1.7819 0.0791 -1.1431
H -0.4821 0.7845 -0.1128
H -0.7730 -2.0843 -0.5072

<B>
Entry from OMol25: a structure of composition C3H6O5S4 (ωB97M-V/def2-TZVPD).

Output
Spin multiplicity: 1

Positions of all 18 atoms, in Å:
S 0.4209 -1.7710 0.0434
S 3.0547 1.0291 -0.3548
S 2.3219 -1.4398 -0.2545
S -1.0886 1.7100 0.3658
O 2.6375 -0.0420 0.7238
O 3.4951 2.1035 0.4809
O 1.4289 1.7155 -0.3998
O 2.7047 -0.8503 -1.5161
O 3.1173 -2.5189 0.1807
C 0.2501 1.2140 -0.5346
C -2.6173 -0.4723 0.9301
C -2.3115 0.4389 -0.2492
H -1.9405 -0.2728 -0.9942
H -3.2837 -1.2491 0.5810
H -0.0010 0.4954 -1.2198
H -3.2261 0.9448 -0.5586
H -3.2145 0.0646 1.6750
H -1.7479 -1.0996 1.1010

Which of them is least stable? Easy: <B>.